(1)
The following is a DFT calculation (the ωB97M-V functional and the def2-TZVPD basis) of a molecular structure, C4H16AgF6N5O10S2 in a non-equilibrium geometry.

The calculated total energy is -2730.24944 a.u. Its net charge is +1. The spin multiplicity is 2. As for the expectation value of S²: 0.758. For the frontier orbital gap (alpha / beta), the calculation gives 5.83 / 3.62 eV. Its highest occupied orbital energy (alpha / beta) is -11.6 / -11.6 eV.

Structure (XYZ):
```
44
Properties=species:S:1:pos:R:3:forces:R:3:mulliken_charge:R:1
Ag 0.354941 0.390589 -1.265065 -0.1 0.2 -0.1 0.9686
C 5.965231 -1.637811 -0.620455 0.2 0.6 2.3 0.7265
F 7.193021 -2.026501 -0.916115 -1.1 -0.7 -0.1 -0.1727
F 6.011851 -0.965061 0.540605 0.0 -0.7 0.4 -0.2237
F 5.536741 -0.771851 -1.477205 -0.8 0.0 -1.6 -0.1839
S 4.661081 -3.164321 -0.325785 3.2 -2.5 -3.6 0.9072
O 4.189851 -3.565081 -1.644145 -0.4 1.3 1.7 -0.5581
O 5.400951 -4.198421 0.381985 -1.3 1.9 -0.6 -0.4619
N 3.386051 -2.379881 0.531075 1.6 -0.2 -0.9 -0.1351
S 3.498551 -2.957021 2.054915 -2.2 1.2 6.9 0.9915
O 4.834601 -3.034531 2.591635 -0.7 0.2 -1.3 -0.4378
O 2.585321 -2.168671 2.925565 1.3 -1.7 -2.9 -0.5718
C 2.656921 -4.665251 2.023805 -1.6 -1.7 -0.2 0.6971
F 3.388411 -5.692871 1.578495 -0.2 1.3 0.2 -0.1523
F 2.185671 -4.965001 3.225075 1.2 0.5 0.4 -0.1841
F 1.524001 -4.571191 1.292795 0.9 0.5 -0.8 -0.2380
O -1.559549 -3.331151 -2.182545 0.2 0.4 0.0 -0.6446
H -2.164719 -3.793771 -1.602905 -0.2 -0.1 0.2 0.3242
H -1.044919 -4.024791 -2.595165 0.1 -0.2 -0.2 0.3247
O 2.624121 3.705709 -2.488025 -0.2 -0.4 0.1 -0.6326
H 3.573061 3.714889 -2.613115 0.3 0.0 -0.1 0.3195
H 2.399621 4.614479 -2.288015 -0.1 0.3 0.0 0.3205
O 1.618311 -0.271581 -5.225895 -0.1 0.1 0.4 -0.6329
H 2.404761 -0.050531 -5.724765 0.2 0.1 -0.1 0.3188
H 1.128771 -0.861871 -5.798755 -0.2 -0.2 -0.2 0.3209
O 0.330941 2.923249 1.856145 0.0 -0.3 -0.3 -0.6314
H -0.013139 2.675449 2.714305 -0.1 -0.1 0.2 0.3212
H 0.684381 3.803519 1.984355 0.1 0.2 0.0 0.3182
C -4.045949 4.683179 -2.218095 2.0 -2.0 -1.5 0.6874
O -3.230509 3.792359 -2.339625 0.8 -1.6 -0.5 -0.6755
N -4.327289 5.203389 -1.084675 -0.9 1.6 4.8 -0.4024
N -4.714059 5.218099 -3.188575 -1.6 1.4 -3.5 -0.4069
H -4.156569 4.570189 -0.316545 0.1 1.0 0.4 0.2180
H -4.655839 6.158249 -1.064655 -0.1 -0.5 0.9 0.1957
H -5.372399 5.948439 -2.957745 0.0 -0.3 -0.8 0.1635
H -4.505369 4.911839 -4.128125 -0.3 0.4 0.1 0.2217
C -4.461579 -0.643921 3.330655 1.7 2.3 3.1 0.6173
O -3.622389 -0.515321 2.525525 3.4 -1.2 -4.8 -0.5912
N -5.669879 -0.193181 3.254965 -5.2 0.7 -2.0 -0.3877
N -4.174059 -0.780791 4.620025 0.2 -1.2 4.0 -0.4005
H -6.109389 0.191269 4.079055 -0.4 -0.2 -0.9 0.1726
H -6.072249 -0.141551 2.330015 -0.3 0.4 0.4 0.2111
H -4.966719 -0.493711 5.176225 0.8 -0.6 0.8 0.1557
H -3.270609 -0.639241 5.048795 -0.1 -0.1 -0.6 0.2231
```
Forces are in eV/Å.



(2)
The following is a DFT calculation (the ωB97M-V functional and the def2-TZVPD basis) of a molecular structure, C4H16BF2N3O6P2Pd in a non-equilibrium geometry.

The calculated total energy is -1812.73519 a.u. Its net charge is +2. For the frontier orbital gap, the calculation gives 8.48 eV. Its highest occupied orbital energy is -16.3 eV. The value obtained for the energy above the lowest of the compared OMol25 structures with the same formula, charge and spin is 1.019 eV.

Structure (XYZ):
```
35
Properties=species:S:1:pos:R:3:forces:R:3:mulliken_charge:R:1
Pd -0.767268 -0.327815 -0.919561 0.0 -1.4 0.1 0.4825
N 1.312147 2.688717 1.417634 0.1 0.0 0.0 -0.2540
C 1.425517 1.165651 1.431285 0.0 0.0 0.0 0.6690
C 2.572493 0.728859 2.337756 -0.1 -0.1 0.1 -1.5366
P -0.198147 0.488949 1.954498 0.2 0.6 0.0 0.8207
O -0.135687 0.579571 3.506421 0.0 -0.1 0.0 -0.4726
O -1.226811 1.626348 1.505032 0.2 0.0 0.0 -0.4023
O -0.474536 -0.818009 1.319830 -0.4 0.3 -0.3 -0.5470
P 1.705024 0.692006 -0.372513 -0.1 -0.3 0.0 1.0305
O 3.059036 1.488875 -0.533753 -0.1 0.3 -0.1 -0.5507
O 0.504334 1.405842 -1.025654 -0.2 -0.4 0.0 -0.8268
O 1.754258 -0.758735 -0.641124 0.6 0.2 0.3 -0.5970
H 0.768648 3.066579 2.198229 0.1 0.0 0.0 0.3341
H 0.859089 2.982919 0.540537 0.0 0.0 0.0 0.3003
H 2.249560 3.100546 1.457664 0.0 0.0 -0.1 0.4046
H 2.411943 1.023670 3.374117 0.0 0.0 0.0 0.4276
H 3.511413 1.147432 1.975499 0.0 0.0 0.0 0.4419
H 2.664590 -0.357283 2.300936 0.0 0.0 0.0 0.4550
H -0.836215 0.193265 4.055474 0.0 0.0 0.0 0.4425
H 3.592561 1.308840 -1.321985 0.0 0.0 0.0 0.4137
N -0.643647 -1.046859 -2.866084 0.2 0.8 0.0 -0.5152
C -1.572079 -2.188930 -3.056661 -0.1 0.0 -0.1 -0.4938
C -1.482794 -3.005935 -1.797848 0.0 0.0 0.1 -0.5253
N -1.769404 -2.054944 -0.689821 -0.1 0.2 0.0 -0.5237
H -0.740182 -0.356338 -3.607059 0.0 0.0 0.0 0.2635
H 0.330710 -1.354103 -2.858925 0.0 0.0 -0.1 0.3322
H -1.328526 -2.756227 -3.954349 0.1 0.0 0.0 0.3968
H -2.576476 -1.780288 -3.171298 0.0 0.0 -0.1 0.3134
H -0.476048 -3.395072 -1.644156 0.0 0.0 0.0 0.3249
H -2.184283 -3.839134 -1.787088 0.0 0.0 0.0 0.3863
H -1.474895 -2.412336 0.217879 -0.1 -0.1 0.0 0.3673
H -2.766092 -1.846086 -0.630052 0.0 -0.1 0.0 0.2865
F -3.076773 0.465158 0.678684 0.0 0.0 -0.1 -0.1959
B -2.338792 1.562457 0.673721 -0.2 0.1 0.2 0.6964
F -2.652680 2.582404 -0.067264 0.1 0.1 0.0 -0.1491
```
Forces are in eV/Å.



(3)
The following is a DFT calculation (the ωB97M-V functional and the def2-TZVPD basis) of a molecular structure, C4H16BN6O6Pd in a non-equilibrium geometry.

The calculated total energy is -1094.56593 a.u. The spin multiplicity is 4. As for the expectation value of S²: 3.762. For the frontier orbital gap (alpha / beta), the calculation gives 8.74 / 7.06 eV. Its highest occupied orbital energy (alpha / beta) is -8.5 / -8.3 eV. The value obtained for the energy above the lowest of the compared OMol25 structures with the same formula, charge and spin is 0.867 eV.

Structure (XYZ):
```
34
Properties=species:S:1:pos:R:3:forces:R:3:mulliken_charge:R:1
Pd 0.395504 0.516845 0.160647 -0.6 -0.6 0.7 0.8431
B 1.665513 -0.643723 1.766851 0.0 0.2 1.1 0.3348
H 0.746203 -0.206965 2.125098 -3.2 1.6 2.2 -0.1967
H 2.215564 0.110976 1.226387 2.7 3.2 -1.9 -0.0964
H 2.236281 -1.060238 2.582321 2.0 -1.7 2.7 -0.1968
H 1.328470 -1.284833 0.967083 -1.2 -3.2 -3.5 -0.0746
C 0.351299 3.174818 -0.214530 -1.0 3.0 1.6 1.0013
O 1.047120 2.606988 0.655086 2.6 -0.5 1.9 -0.4187
O -0.435912 2.426449 -0.810715 -1.3 -1.1 -2.3 -0.5560
O 0.407350 4.433955 -0.166344 0.0 -0.7 -1.1 -0.6186
C -1.554416 -1.740373 -1.490675 -1.7 -1.3 0.3 0.4742
O -0.765682 -1.008800 -0.937899 0.4 0.2 -0.7 -0.4350
N -2.891181 -1.657697 -1.408185 -2.2 2.0 1.0 -0.4119
N -1.304427 -2.860729 -2.176865 2.4 -0.8 -0.7 -0.4133
H -3.276262 -0.861310 -0.920774 0.0 -0.2 -0.1 0.2226
H -3.526266 -2.408941 -1.637112 0.4 0.3 0.1 0.1565
H -2.063847 -3.410115 -2.553108 0.7 0.0 0.0 0.1486
H -0.336669 -3.149748 -2.172892 -0.3 -0.4 -0.4 0.2455
C -2.187372 -0.013401 2.383038 -0.9 3.8 -1.6 0.5324
O -1.464960 0.523630 1.542574 -0.1 -0.4 -0.5 -0.5635
N -3.386926 0.493352 2.707606 -1.0 0.2 0.0 -0.4287
N -1.914987 -0.990504 3.165110 3.0 -4.0 1.4 -0.3486
H -3.748791 -0.035439 3.488339 -1.2 1.2 -0.4 0.1202
H -3.815682 1.224221 2.157977 -0.1 -0.2 0.5 0.2357
H -2.555793 -1.437772 3.804967 0.4 0.1 -0.4 0.1856
H -1.026396 -1.410169 2.931898 0.1 -0.4 0.6 0.2474
C 2.844590 0.868363 -1.932899 -2.5 -3.1 3.3 0.5674
O 1.882001 0.399016 -1.297817 0.4 0.1 -0.6 -0.6209
N 2.763434 1.782430 -2.780072 -2.4 5.3 -4.1 -0.3613
N 4.019497 0.378753 -1.819745 4.2 -2.1 0.7 -0.4139
H 3.535167 2.149755 -3.318208 -0.4 0.1 0.3 0.1723
H 1.897038 2.293038 -2.686627 0.0 0.3 -0.8 0.2468
H 4.693111 0.837395 -2.416395 0.6 -0.6 0.9 0.1503
H 4.227426 -0.039228 -0.924119 0.4 -0.2 -0.4 0.2702
```
Forces are in eV/Å.



(4)
The following is a DFT calculation (the ωB97M-V functional and the def2-TZVPD basis) of a molecular structure, C4H16F2NiO4 in a non-equilibrium geometry.

The calculated total energy is -2170.66714 a.u. The spin multiplicity is 3. As for the expectation value of S²: 2.007. For the frontier orbital gap (alpha / beta), the calculation gives 8.69 / 8.16 eV. Its highest occupied orbital energy (alpha / beta) is -8.8 / -8.8 eV. The value obtained for the energy above the lowest of the compared OMol25 structures with the same formula, charge and spin is 3.896 eV.

Structure (XYZ):
```
27
Properties=species:S:1:pos:R:3:forces:R:3:mulliken_charge:R:1
Ni -0.634054 -2.233117 -0.359827 -11.7 -8.6 6.8 0.7395
F -1.714674 -2.629757 0.881383 -1.7 -2.1 0.7 -0.5810
F -0.486384 -0.773807 0.382843 -1.2 4.8 4.3 -0.3289
C -0.127314 1.143493 -1.632227 0.1 -0.5 -1.3 -0.8827
O 0.802486 0.766583 -0.670977 1.8 2.8 -1.6 -0.7351
H -0.013204 0.448583 -2.464197 -0.4 0.4 -0.3 0.1662
H -1.160954 1.089453 -1.290517 0.2 0.1 -0.4 0.3055
H 0.044996 2.120043 -2.084727 0.2 0.2 0.5 0.2907
H 0.415106 0.056803 -0.153527 -0.9 -0.2 0.1 0.5991
C 0.441906 -1.745537 -2.634837 -0.1 -1.8 -2.3 -0.9269
O 0.510896 -1.720967 -1.186067 12.4 3.5 -12.2 -0.3962
H 0.219686 -2.783747 -2.881507 0.3 -0.1 -0.2 0.3415
H -0.331734 -1.195937 -3.171037 -0.6 0.3 1.3 0.4281
H 1.300376 -1.427657 -3.226507 0.7 -0.1 1.0 0.4339
H 1.430656 -1.561417 -0.962047 0.2 0.7 0.6 0.2981
C 1.517386 -0.120927 1.898723 -0.1 0.7 -1.8 -0.1044
O 0.729166 -0.117767 3.018823 0.4 -0.5 2.2 -0.4661
H 0.934836 0.385083 1.128853 1.2 0.5 1.3 0.2410
H 2.483486 0.363313 2.041073 0.1 0.0 -0.1 0.4374
H 1.644096 -1.111987 1.463033 0.4 -0.6 0.4 -0.0690
H 1.283986 0.246253 3.712563 -0.3 -0.2 0.3 0.3045
C -1.637644 1.765943 1.021603 -0.2 1.1 0.3 -0.3979
O -1.265594 1.189233 2.265863 -0.7 0.1 -0.9 -0.4554
H -0.964034 2.588553 0.781493 0.4 0.1 -0.2 0.2711
H -1.617594 1.091503 0.165553 -0.2 -0.2 1.3 -0.1839
H -2.614974 2.245613 1.074853 -0.4 -0.2 0.0 0.3991
H -1.190914 1.922163 2.881353 0.1 -0.1 0.1 0.2717
```
Forces are in eV/Å.



(5)
The following is a DFT calculation (the ωB97M-V functional and the def2-TZVPD basis) of 3 unconnected molecules or ions with the total composition C4H16N2O2 in a non-equilibrium geometry.

The calculated total energy is -421.90119 a.u. Its net charge is -1. The spin multiplicity is 2. As for the expectation value of S²: 0.750. For the frontier orbital gap (alpha / beta), the calculation gives 1.72 / 9.25 eV. Its highest occupied orbital energy (alpha / beta) is 1.1 / -6.5 eV. The value obtained for the energy above the lowest of the compared OMol25 structures with the same formula, charge and spin is 1.597 eV.

Structure (XYZ):
```
24
Properties=species:S:1:pos:R:3:forces:R:3:mulliken_charge:R:1
C 0.552392 1.742256 -0.281703 0.8 1.4 -1.7 -1.2717
C 0.137784 1.946502 -1.769055 -0.7 -1.3 0.3 -0.5013
C 0.779064 0.983586 -2.855497 -1.3 1.4 -0.1 -0.5964
N 2.037339 0.378356 -2.531037 0.3 -0.8 0.4 -0.1918
C 1.961920 -0.921693 -1.831666 0.6 0.9 -0.2 -0.7754
N 1.884263 -2.159692 -2.552294 0.9 -1.1 -0.3 -0.4677
H 0.930090 0.765053 -0.098503 -0.4 -0.9 0.5 0.1473
H -0.236228 2.104319 0.367893 0.1 -0.3 0.3 0.5832
H 1.457974 2.346845 -0.172957 -0.1 0.2 0.4 0.2528
H -0.937821 1.704670 -1.841955 0.2 0.3 0.1 0.3148
H 0.217572 2.999727 -2.035987 0.3 0.0 -0.1 0.4090
H 0.792374 1.618611 -3.757318 0.6 -0.4 0.1 0.3504
H -0.031786 0.272174 -3.082723 0.4 -0.4 0.1 0.2554
H 2.758393 0.354520 -3.242250 -0.4 0.2 -0.1 0.2190
H 2.874194 -0.966349 -1.217510 -0.3 -0.3 -0.1 0.2995
H 1.129704 -0.861032 -1.157650 -0.4 0.1 0.3 0.3340
H 2.785806 -2.549936 -2.792658 -0.1 0.2 0.1 0.2394
H 1.258211 -2.367207 -3.313547 -0.4 0.7 0.2 0.2090
H -4.125372 0.798469 3.738625 0.1 -0.1 0.1 0.9332
H -3.723427 0.017251 5.034353 -0.2 0.5 -0.2 0.4842
O -3.472165 0.161744 4.101901 -0.1 0.0 -0.1 -1.8357
H -1.789804 -1.253366 5.648150 -0.8 0.0 -0.6 0.5613
H -3.217802 -1.717240 5.066932 0.3 0.4 -0.7 0.6076
O -2.585620 -1.791762 5.778556 0.6 -0.8 1.4 -1.5603
```
Forces are in eV/Å.



(6)
The following is a DFT calculation (the ωB97M-V functional and the def2-TZVPD basis) of 3 unconnected molecules or ions with the total composition C4H16N2O2 in a non-equilibrium geometry.

The calculated total energy is -421.97384 a.u. For the frontier orbital gap, the calculation gives 10.18 eV. Its highest occupied orbital energy is -9.3 eV. The value obtained for the energy above the lowest of the compared OMol25 structures with the same formula, charge and spin is 0.478 eV.

Structure (XYZ):
```
24
Properties=species:S:1:pos:R:3:forces:R:3:mulliken_charge:R:1
N 0.426480 -0.482875 -2.340443 1.0 -1.0 -0.5 -0.5574
C 1.642216 -0.879662 -1.583131 -0.6 0.9 0.9 -0.4232
C 1.333644 -1.681401 -0.278475 0.5 -0.6 0.2 -0.7739
C -0.117808 -1.861864 0.199592 0.1 0.3 -1.3 -0.5912
C -0.762500 -0.565740 0.614012 -0.1 1.7 0.1 -0.5477
N -0.044379 0.419420 1.464758 0.0 -0.7 0.9 -0.6234
H 0.211954 0.491035 -2.192920 0.0 0.1 0.0 0.1733
H 0.669366 -0.602854 -3.316152 -0.4 0.2 -0.1 0.2515
H 2.173502 0.041065 -1.307187 0.0 -0.1 0.2 0.1951
H 2.388366 -1.427895 -2.167215 -0.6 -0.1 -0.3 0.3642
H 1.927715 -1.220967 0.509235 0.0 0.0 0.2 0.3317
H 1.774460 -2.676115 -0.387816 -0.1 -0.1 0.0 0.3827
H -0.275512 -2.680191 0.903394 0.5 0.2 0.3 0.3984
H -0.694547 -2.173565 -0.678651 0.0 0.0 0.0 0.3219
H -0.907890 0.076872 -0.245325 -0.4 -0.4 -0.6 0.2926
H -1.772968 -0.713857 1.012737 0.2 -0.2 0.2 0.2934
H 0.478072 0.042585 2.248413 -0.2 -0.3 0.0 0.1933
H 0.602068 1.004184 0.957717 0.0 -0.1 -0.4 0.2549
O -1.530469 2.566884 2.415043 -0.4 -0.5 0.1 -0.7334
H -1.155657 1.700070 2.138929 0.8 0.0 -0.4 0.4165
H -2.193886 2.224743 3.021220 -0.4 0.6 0.2 0.3395
O -1.409679 2.436473 -0.484274 0.1 0.2 0.0 -0.6151
H -1.195774 3.255413 -0.941150 0.0 0.0 0.0 0.2998
H -1.566767 2.708242 0.437692 -0.1 -0.1 0.0 0.3565
```
Forces are in eV/Å.